{
  "formula": "C18H33BCl3F4MoN4O6",
  "method": "wB97M-V/def2-TZVPD",
  "elements": ["Mo", "N", "C", "C", "C", "C", "N", "H", "H", "H", "H", "H", "H", "H", "H", "H", "H", "H", "H", "C", "C", "C", "C", "C", "C", "O", "N", "C", "O", "N", "C", "O", "H", "H", "H", "H", "H", "H", "H", "H", "H", "H", "H", "F", "B", "F", "F", "F", "C", "C", "O", "C", "C", "H", "H", "H", "H", "H", "H", "H", "H", "H", "H", "Cl", "C", "Cl", "Cl", "C", "O", "O"],
  "xyz": [[-0.150, 0.122, 0.915], [-0.103, 0.011, 3.159], [1.107, -0.024, 4.040], [2.187, 0.961, 3.605], [3.317, 0.320, 2.799], [2.874, -0.593, 1.671], [1.983, 0.096, 0.693], [-0.655, 0.822, 3.424], [-0.660, -0.813, 3.386], [1.470, -1.050, 4.038], [0.776, 0.188, 5.057], [2.625, 1.421, 4.491], [1.729, 1.780, 3.047], [3.939, -0.285, 3.464], [3.969, 1.102, 2.401], [2.348, -1.468, 2.052], [3.748, -0.962, 1.134], [2.066, -0.380, -0.219], [2.304, 1.056, 0.563], [2.111, 1.838, -3.556], [1.659, 0.524, -4.181], [0.331, -0.003, -3.598], [-0.043, -1.350, -4.257], [-1.339, -1.951, -3.731], [-0.753, 1.000, -3.927], [-1.024, 1.323, -5.053], [-1.442, 1.548, -2.855], [-1.252, 1.273, -1.530], [-1.914, 1.820, -0.669], [-0.284, 0.341, -1.165], [0.535, -0.254, -2.115], [1.432, -1.001, -1.764], [3.050, 2.170, -3.996], [2.278, 1.739, -2.479], [1.380, 2.634, -3.713], [2.410, -0.252, -4.036], [1.506, 0.647, -5.253], [0.793, -2.031, -4.092], [-0.115, -1.165, -5.329], [-1.280, -2.162, -2.659], [-1.553, -2.894, -4.233], [-2.192, -1.291, -3.905], [-2.148, 2.242, -3.068], [0.113, 1.973, 1.304], [1.250, 3.800, 0.510], [0.879, 4.548, 1.523], [2.412, 3.145, 0.572], [0.581, 3.794, -0.625], [-2.548, 2.204, 2.606], [-3.217, 1.098, 1.836], [-2.358, -0.003, 1.354], [-3.250, -0.807, 0.504], [-2.724, -2.160, 0.109], [-3.342, 2.911, 2.851], [-1.800, 2.730, 2.023], [-2.132, 1.891, 3.565], [-3.692, 1.518, 0.951], [-3.975, 0.611, 2.451], [-3.474, -0.194, -0.371], [-4.167, -0.931, 1.079], [-1.848, -2.116, -0.533], [-3.518, -2.646, -0.460], [-2.515, -2.788, 0.975], [2.050, -4.660, 1.618], [0.459, -4.158, 1.031], [0.518, -3.927, -0.712], [-0.767, -5.364, 1.439], [0.102, -2.860, 1.800], [-0.042, -2.869, 2.992], [-0.009, -1.790, 1.052]],
  "atomic_forces_ev_per_a": [[-0.146, 0.391, 0.065], [0.023, 0.013, -0.024], [-0.030, -0.019, -0.012], [-0.001, 0.016, 0.003], [0.014, -0.012, -0.004], [-0.012, -0.007, -0.015], [0.077, 0.005, -0.064], [0.030, 0.013, 0.007], [0.000, -0.024, -0.003], [0.015, -0.008, 0.003], [0.002, 0.009, 0.004], [0.005, -0.008, 0.001], [-0.006, 0.003, -0.011], [-0.002, 0.010, 0.003], [-0.008, 0.008, -0.004], [0.000, 0.001, -0.005], [0.005, -0.003, 0.004], [0.002, -0.008, 0.016], [0.046, 0.004, 0.001], [0.011, 0.013, 0.003], [0.011, 0.015, 0.002], [-0.032, -0.033, 0.004], [0.042, 0.027, -0.029], [-0.020, -0.016, 0.022], [-0.018, -0.030, -0.023], [0.003, 0.002, 0.013], [0.006, 0.017, 0.008], [-0.029, -0.016, 0.008], [0.011, -0.018, 0.012], [-0.042, 0.017, 0.008], [0.035, -0.022, 0.008], [-0.009, 0.037, 0.053], [-0.004, -0.010, -0.009], [-0.010, 0.003, -0.006], [0.003, -0.005, 0.007], [0.001, 0.000, 0.007], [-0.002, 0.006, -0.002], [-0.005, -0.005, 0.006], [-0.015, -0.002, 0.001], [0.019, 0.003, -0.041], [0.002, 0.002, 0.000], [0.006, 0.005, -0.002], [0.006, 0.008, -0.003], [0.041, -0.206, 0.096], [0.001, -0.001, 0.027], [-0.001, -0.013, -0.038], [-0.029, -0.018, -0.008], [0.019, 0.001, -0.028], [0.014, 0.019, 0.027], [0.000, -0.024, -0.024], [-0.089, -0.045, -0.012], [0.045, 0.018, -0.023], [0.019, -0.032, 0.002], [0.025, 0.025, -0.012], [-0.010, 0.009, -0.009], [-0.056, -0.039, 0.015], [0.003, 0.013, 0.005], [-0.002, 0.004, 0.008], [-0.004, -0.011, -0.005], [-0.014, 0.002, -0.007], [-0.014, 0.009, 0.033], [0.002, -0.004, 0.002], [0.002, 0.012, 0.005], [0.030, 0.007, 0.007], [-0.103, -0.051, 0.009], [-0.006, -0.019, -0.013], [0.048, 0.017, -0.010], [-0.172, 0.043, 0.065], [0.017, 0.013, 0.038], [0.249, -0.110, -0.160]],
  "mulliken_charge": [0.308, -0.204, -0.841, -0.020, -1.143, -0.198, 0.237, 0.054, 0.399, 0.373, 0.447, 0.459, -0.078, 0.426, 0.375, 0.001, 0.432, 0.470, 0.161, -1.009, -1.401, 2.596, -1.541, -0.955, -0.326, -0.592, 0.183, -0.587, -0.517, 1.994, -1.281, -0.792, 0.516, 0.063, 0.294, 0.476, 0.509, 0.488, 0.527, -0.021, 0.516, 0.308, 0.317, -0.289, 0.545, -0.216, -0.270, -0.178, -1.470, -0.293, -0.033, -0.664, -0.648, 0.488, 0.174, 0.449, 0.441, 0.456, 0.429, 0.517, -0.223, 0.502, 0.251, -0.111, 1.214, -0.082, -0.109, -0.251, -0.593, -0.458],
  "total_charge": 1,
  "lumo_energy_ev": [-4.989, -4.314],
  "total_energy_ev": -88420.71545,
  "orbital_gap_ev": [7.72, 8.63],
  "spin_multiplicity": 3,
  "de_lowest_kj_mol": 0.0
}